one) Computed, not measured: a structure of composition C32H51N6OSbSi3Ti, with ωB97M-V/def2-TZVPD.

Atoms and positions in Å:
Ti1 1.06 -0.10 0.81
N1 -1.01 -1.13 3.56
C1 -0.15 -0.12 4.00
C2 -0.35 0.39 5.29
C3 0.52 1.34 5.77
C4 1.58 1.75 4.96
C5 1.68 1.21 3.71
N2 0.81 0.31 3.20
C6 -0.66 -2.19 2.73
C7 -1.06 -3.48 3.08
C8 -0.77 -4.53 2.25
C9 -0.11 -4.28 1.05
C10 0.23 -2.98 0.77
N3 -0.01 -1.94 1.59
H1 -1.67 -1.41 4.27
H2 -1.17 0.03 5.90
H3 0.39 1.75 6.76
H4 2.31 2.47 5.31
H5 2.49 1.49 3.05
H6 -1.58 -3.64 4.02
H7 -1.06 -5.54 2.52
H8 0.12 -5.07 0.34
H9 0.68 -2.73 -0.19
C11 4.94 -1.30 2.94
C12 4.06 -1.36 1.73
O1 2.94 -0.82 1.72
N4 4.52 -1.99 0.64
C13 3.72 -2.08 -0.57
C14 3.57 -0.76 -1.29
C15 4.57 -0.32 -2.14
C16 4.42 0.88 -2.82
C17 3.24 1.59 -2.65
C18 2.28 1.08 -1.80
N5 2.44 -0.06 -1.11
H10 4.33 -1.44 3.83
H11 5.38 -0.30 2.99
H12 5.74 -2.03 2.92
H13 5.40 -2.48 0.69
H14 2.74 -2.49 -0.33
H15 4.22 -2.79 -1.24
H16 5.46 -0.93 -2.28
H17 5.19 1.23 -3.49
H18 3.06 2.52 -3.17
H19 1.34 1.58 -1.66
C19 0.51 4.83 1.46
C20 -0.56 3.96 1.64
C21 -0.37 2.62 1.41
N6 0.80 2.11 0.99
C22 1.83 2.95 0.85
C23 1.73 4.31 1.06
H20 0.39 5.90 1.62
H21 -1.53 4.32 1.96
H22 -1.18 1.91 1.54
H23 2.78 2.52 0.55
H24 2.59 4.95 0.91
C24 0.08 -2.90 -2.83
Si1 -0.87 -1.34 -3.27
C25 0.20 -0.31 -4.42
C26 -2.46 -1.83 -4.12
Sb1 -1.26 -0.02 -1.11
Si2 -3.53 -0.90 -0.29
C27 -4.93 -0.48 -1.46
C28 -3.41 -2.76 -0.09
C29 -3.83 -0.10 1.38
Si3 -2.03 2.25 -2.07
C30 -3.25 3.04 -0.88
C31 -2.84 2.06 -3.74
C32 -0.52 3.35 -2.28
H25 0.17 -3.53 -3.72
H26 -0.43 -3.50 -2.06
H27 1.09 -2.67 -2.48
H28 0.21 -0.79 -5.41
H29 1.23 -0.25 -4.07
H30 -0.17 0.71 -4.57
H31 -2.20 -2.32 -5.05
H32 -3.11 -0.99 -4.36
H33 -3.03 -2.54 -3.52
H34 -4.87 -1.01 -2.40
H35 -4.99 0.59 -1.67
H36 -5.86 -0.77 -0.97
H37 -3.06 -3.27 -1.00
H38 -4.40 -3.16 0.14
H39 -2.74 -3.03 0.73
H40 -4.13 0.94 1.29
H41 -2.94 -0.16 2.02
H42 -4.64 -0.63 1.89
H43 -4.27 2.69 -1.10
H44 -3.25 4.12 -1.02
H45 -3.06 2.84 0.17
H46 -3.68 1.38 -3.74
H47 -2.13 1.73 -4.51
H48 -3.21 3.05 -4.05
H49 0.03 3.53 -1.35
H50 -0.85 4.32 -2.65
H51 0.17 2.94 -3.02

Results
Net charge   +2
Lowest unoccupied orbital energy (spin up / spin down)   -4.6499 / -4.6930 eV
Kohn-Sham gap (spin up / spin down)   7.3 / 8.2 eV
Spin multiplicity   3

---

two) Computed, not measured: a structure of composition C32H51N6OSbSi3Ti, with ωB97M-V/def2-TZVPD.

Atoms and positions in Å:
Ti1 -1.23 0.10 0.22
N1 -2.84 -1.59 2.49
C1 -3.62 -0.50 2.12
C2 -4.77 -0.25 2.89
C3 -5.57 0.82 2.56
C4 -5.23 1.62 1.47
C5 -4.07 1.32 0.79
N2 -3.27 0.29 1.11
C6 -2.14 -2.50 1.69
C7 -2.23 -3.86 2.01
C8 -1.57 -4.78 1.23
C9 -0.85 -4.33 0.13
C10 -0.79 -2.98 -0.11
N3 -1.40 -2.07 0.67
H1 -3.20 -2.03 3.33
H2 -5.03 -0.90 3.71
H3 -6.47 1.03 3.13
H4 -5.84 2.46 1.17
H5 -3.75 1.91 -0.06
H6 -2.83 -4.18 2.86
H7 -1.63 -5.83 1.46
H8 -0.33 -5.03 -0.52
H9 -0.21 -2.58 -0.93
C11 -1.50 3.99 -1.97
C12 -1.35 2.50 -2.01
O1 -1.22 1.83 -0.97
N4 -1.36 1.90 -3.20
C13 -1.22 0.46 -3.32
C14 -2.48 -0.30 -2.96
C15 -3.44 -0.56 -3.93
C16 -4.55 -1.31 -3.60
C17 -4.67 -1.78 -2.31
C18 -3.68 -1.47 -1.40
N5 -2.61 -0.72 -1.69
H10 -0.98 4.38 -1.10
H11 -2.56 4.24 -1.89
H12 -1.11 4.46 -2.87
H13 -1.48 2.46 -4.03
H14 -0.41 0.12 -2.68
H15 -0.94 0.24 -4.35
H16 -3.29 -0.21 -4.95
H17 -5.31 -1.54 -4.35
H18 -5.51 -2.39 -2.00
H19 -3.74 -1.83 -0.38
C19 -0.42 1.63 4.93
C20 0.08 0.41 4.51
C21 -0.03 0.08 3.17
N6 -0.62 0.87 2.27
C22 -1.11 2.05 2.69
C23 -1.03 2.47 4.00
H20 -0.35 1.93 5.97
H21 0.56 -0.27 5.19
H22 0.36 -0.86 2.79
H23 -1.59 2.67 1.94
H24 -1.43 3.43 4.29
C24 1.85 3.24 1.22
Si1 2.79 2.32 -0.12
C25 2.54 3.22 -1.75
C26 4.60 2.21 0.32
Sb1 1.74 -0.01 -0.36
Si2 3.18 -1.33 1.33
C27 4.89 -1.71 0.66
C28 3.36 -0.31 2.91
C29 2.32 -2.95 1.71
Si3 2.86 -0.68 -2.59
C30 2.57 -2.52 -2.79
C31 4.69 -0.30 -2.59
C32 2.08 0.27 -4.02
H25 2.27 4.24 1.35
H26 1.90 2.74 2.19
H27 0.79 3.35 0.95
H28 2.84 4.26 -1.64
H29 1.48 3.20 -2.05
H30 3.12 2.78 -2.56
H31 5.02 3.22 0.38
H32 5.17 1.65 -0.42
H33 4.75 1.73 1.29
H34 5.45 -0.80 0.42
H35 4.86 -2.35 -0.23
H36 5.44 -2.24 1.43
H37 2.85 0.65 2.88
H38 4.42 -0.11 3.10
H39 2.98 -0.87 3.76
H40 2.25 -3.59 0.82
H41 1.31 -2.82 2.11
H42 2.91 -3.50 2.46
H43 3.00 -3.09 -1.96
H44 3.02 -2.88 -3.72
H45 1.50 -2.75 -2.83
H46 5.25 -0.84 -1.83
H47 4.89 0.77 -2.48
H48 5.09 -0.60 -3.57
H49 1.45 -0.40 -4.62
H50 2.87 0.64 -4.67
H51 1.48 1.13 -3.70

Results
Net charge   +2
Lowest unoccupied orbital energy (spin up / spin down)   -4.5743 / -4.6442 eV
Kohn-Sham gap (spin up / spin down)   7.2 / 8.2 eV
Spin multiplicity   3

---

Most stable: two)